No. 1
Below is a cluster of 13 separate species, C39H54F8O39 in total at a distorted geometry, with properties calculated with ωB97M-V with the def2-TZVPD basis set.

Its charge is 0. As for the HOMO-LUMO gap: 10.36 eV. Its energy above the lowest of the compared OMol25 structures with the same formula, charge and spin is 147.0 kcal/mol. The value obtained for the LUMO energy is -0.16 eV. The calculated total energy is -142905.464 eV. Its spin multiplicity is 1.

```
140
Properties=species:S:1:pos:R:3:forces:R:3
F 7.1239 -3.3331 1.1582 0.9324 -0.4104 0.4670
F -2.6194 -4.0333 5.6682 2.4437 1.2989 -0.4040
F 1.1836 4.0017 4.9899 1.8941 0.0455 1.6499
F 4.7664 -6.6769 3.3873 -0.6237 -0.3449 0.0780
F -3.3608 4.8293 -8.9558 0.3250 -0.2788 -0.2134
F -3.3858 -0.7520 10.5894 -1.4241 -2.5604 -0.0142
F 4.0269 -0.1663 -7.2320 0.5107 0.0820 -0.5457
F 1.2208 5.0066 -2.8325 -2.4274 -0.6654 -1.8381
O -0.0029 7.4582 3.4926 -0.1204 -2.7314 0.8628
O 2.9423 -8.0674 3.0029 0.7245 0.2425 0.4469
O 7.4762 -0.8444 -0.9776 -0.4489 -0.1299 -0.1028
O -0.9693 4.9679 -7.0886 1.0469 1.0995 -0.0476
O 4.5866 -2.3926 -7.2012 -1.9709 0.9880 -1.5151
O -0.8479 0.0449 7.7451 -2.2757 1.5359 1.8636
O -3.4637 -5.6870 4.3568 0.7683 0.2340 -1.3807
O -4.5793 -5.9907 -3.6567 -0.7466 0.0544 -1.8099
O -0.5987 2.7504 -6.8384 -2.6745 3.5303 -0.4402
O 7.5754 2.5179 7.5155 -1.1047 -1.1265 -0.1985
O -0.7748 -0.0201 -0.4642 -0.8059 3.0828 0.8177
O -3.6172 -7.1149 -5.3696 -0.2393 1.0070 1.7141
O 6.0817 1.3395 6.4618 0.1811 0.0992 0.0445
O -3.7734 -6.6167 6.2980 0.1734 -2.2234 -0.2844
O 0.3294 5.4082 2.5795 -0.4406 1.1063 0.8536
O 4.9278 4.5582 -4.6960 -3.3368 1.8852 3.7806
O -0.4587 5.5278 4.6743 0.5660 1.1507 0.6139
O -2.7288 1.1654 8.6155 0.9156 0.4155 0.4952
O 7.3294 0.2698 8.0137 -0.3485 1.6508 -0.7770
O 4.8042 -2.0245 -5.0822 -0.5031 1.5096 2.7893
O -6.1059 0.1442 -9.0530 0.3052 0.9388 1.4639
O 4.0632 6.1109 -3.2157 1.3678 3.5601 -0.3924
O -5.3579 -5.7483 -5.8491 0.4924 0.1029 1.3353
O -0.7711 -2.1990 -0.7034 0.0084 0.9804 1.7600
O -7.0625 1.4985 -7.2109 3.0175 -3.9734 -3.5328
O 3.7240 -7.9069 0.9496 0.5218 -0.2253 -2.1357
O 6.1296 -3.5388 -6.0412 -1.9237 2.0997 -0.1009
O 6.0039 0.5067 0.0189 -0.6636 -1.3296 -0.1901
O -4.4510 7.6347 0.1511 -0.3865 0.9424 -3.8719
O -1.4108 0.0014 9.9010 1.4768 -1.4243 1.7746
O 0.0939 -1.1603 1.1638 -0.3765 -0.0414 0.3432
O -2.7008 3.6052 -7.0757 -1.0208 0.8538 -1.2118
O 1.5315 -8.0253 1.2427 0.4477 -0.1406 0.2841
O -2.9504 -7.9445 4.5633 -1.4961 3.6920 1.2038
O 3.3558 4.1210 -3.0801 -2.6276 -0.1452 0.9847
O -4.7112 8.7759 1.8052 -0.9142 2.9026 2.7294
O 5.9370 -1.7636 0.2664 -2.5828 0.4854 0.7486
O -4.4259 6.5231 2.0830 -0.0075 2.0299 -0.5982
O -5.9702 -0.5438 -7.0720 -0.4719 0.9968 -1.2905
C -1.5898 0.4048 8.6486 0.8458 -0.8496 -2.3202
C -2.1018 5.7689 -7.1020 -1.7201 1.4176 -1.1065
C -3.6998 -4.6333 5.2451 -3.1514 -0.9373 0.7483
C -3.2187 4.8585 -7.6210 0.6811 -0.3434 2.2894
C -6.4775 0.9851 -10.1473 -1.5193 0.4023 1.1381
C 6.7207 -2.8397 -0.0246 0.3332 -0.4288 -1.4534
C -4.5961 -6.2160 -5.0490 1.0815 -1.1731 1.1979
C 0.0184 4.1279 3.0255 -0.3034 -2.1162 -1.1525
C 4.3367 -7.9545 3.1195 0.7941 -1.5305 -0.8812
C -3.0839 1.4084 10.0120 -1.4925 0.7573 -0.5986
C -1.2349 0.2678 -1.7999 0.4589 -0.5529 0.3146
C -6.4236 0.5134 -7.7547 -1.9565 1.5282 1.0919
C 6.3600 -0.6081 -0.2290 2.2375 1.8729 -0.1353
C -3.6938 -6.6030 -2.6867 0.9378 -0.1738 -0.5604
C 0.5399 -2.3692 1.8180 -0.1625 -1.2631 -0.1297
C -0.0082 4.2305 4.5005 -2.0729 -1.3862 -1.2096
C 7.7799 -2.2334 -0.9521 1.2386 0.1106 -0.1758
C -0.0254 6.2480 3.6183 0.0812 3.0050 -2.0881
C 7.0161 1.2772 7.3911 1.2745 -0.9927 1.1481
C 5.2372 -2.6912 -6.0836 3.7643 -3.8438 -0.9276
C 8.7629 2.6804 8.2617 1.0087 0.5212 0.1792
C 3.5880 -1.4147 -6.9011 -0.0561 0.4495 0.9504
C 5.2456 0.1983 6.2328 -1.0170 0.4695 -0.4586
C -4.6580 9.1441 3.2276 0.9564 -0.3881 -0.2812
C -6.3011 -0.6589 -5.7275 0.1799 0.3623 1.6450
C -1.3597 3.7326 -6.9929 2.7594 -5.7935 0.6821
C 2.4214 4.9672 -2.3227 0.9170 -1.9968 1.8295
C 4.1481 4.9323 -3.7746 3.3649 -2.1281 -2.9149
C -4.3567 6.5152 -0.6904 1.0278 -1.3949 0.2771
C 2.6449 -8.0297 1.6660 -3.0574 0.6952 0.4383
C -3.3308 -7.3748 -6.7048 0.0213 -1.1614 -1.2034
C -2.5284 0.2284 10.7073 0.9764 1.9662 -0.2517
C -3.3570 -6.8663 4.9862 0.6588 -2.1769 1.2290
C -4.2809 -5.3263 6.4809 0.0971 0.5115 -0.6508
C -0.5710 -1.1918 -0.0122 1.3665 -4.5460 -1.8081
C -4.5079 7.5720 1.4262 -0.0199 -4.2583 2.1206
C 2.9680 6.3220 -2.2908 1.8295 -0.3580 -1.2288
C 4.7822 -8.3539 1.6998 2.5502 0.9694 1.3193
C 3.5369 -1.4606 -5.3880 -0.5605 -0.2757 0.3489
H 7.8188 -2.6314 -1.9661 -0.7158 -0.0584 -0.0212
H -4.4230 -3.9664 4.7757 0.4939 0.3088 -0.2244
H -2.3616 6.1314 -6.1074 0.1166 -0.0982 0.0986
H 6.1658 -3.6237 -0.5400 -0.2460 0.0062 0.2041
H -3.5585 5.9071 -0.2646 -0.0839 -0.4311 -0.2421
H -7.5225 0.7093 -10.2886 -0.1548 0.5134 -0.5396
H 5.6935 -7.7901 1.5004 -0.1582 0.2899 -0.3368
H -2.3054 0.3779 11.7637 0.5656 -0.1048 -0.1805
H 8.8167 -2.3340 -0.6311 -0.1180 -0.1181 0.6255
H -0.7755 3.5506 4.8706 0.3459 -0.0002 0.7504
H 3.2961 6.5148 -1.2694 0.4131 0.6503 -0.3972
H -5.2508 5.9010 -0.7971 -0.2767 0.2922 0.5369
H -5.3671 -5.2499 6.5300 -0.1135 -0.5460 -0.1503
H 0.6853 3.3847 2.5884 0.4098 0.2110 0.3917
H -1.9521 1.0844 -1.7166 0.3428 0.0398 -0.0328
H 4.7667 -8.6512 3.8391 -0.4694 0.3735 0.4932
H -2.8260 -7.0746 -3.1479 -0.1596 0.0747 -0.2520
H -2.8434 -6.5659 -7.2490 -0.4219 0.3082 0.1663
H 0.1466 -3.3101 1.4332 -0.5201 0.4178 -0.6934
H -4.0647 6.7830 -1.7058 0.0091 0.6705 0.3035
H 4.7707 -0.2021 7.1285 0.3849 0.1787 0.1761
H -3.8771 -4.8769 7.3882 0.1297 -0.1581 -0.0881
H -4.1716 1.3964 10.0815 0.0616 0.1221 -0.1602
H -4.1777 5.1012 -7.1634 -0.0325 -0.4165 -0.1117
H -5.3025 8.6163 3.9305 -0.2954 -0.4389 -0.6989
H 0.2628 -2.4236 2.8708 -0.1422 0.8904 -0.0420
H 2.2995 7.0600 -2.7340 0.0767 0.0025 0.3620
H -5.9439 0.8061 -11.0807 0.4738 -0.2303 0.6097
H -1.7116 -0.5823 -2.2880 0.1999 -0.0937 0.2519
H 5.0839 -9.3847 1.5138 -0.7230 -0.3127 0.2852
H -4.8778 10.2079 3.3176 0.0820 -0.1634 -0.4810
H -2.6308 -8.2101 -6.7215 0.1435 0.0681 0.3117
H -0.9710 3.7450 2.7753 -0.4024 0.6932 -0.6996
H 4.4761 0.6716 5.6229 -0.2019 -0.3892 0.0009
H -3.6293 8.9421 3.5260 -0.0363 0.2048 0.2185
H 2.7999 -2.1338 -4.9500 -0.2504 -0.0999 -0.3914
H -2.7228 2.3382 10.4515 0.3512 0.1559 -0.6283
H 8.7221 3.6119 8.8263 -0.5153 -0.0216 0.0204
H 3.3548 -0.4789 -4.9508 0.5813 -0.0012 -0.0779
H -4.2128 -7.7725 -7.2067 -0.1225 0.5154 -0.2686
H -2.0192 6.6200 -7.7780 0.4998 -0.0179 0.0772
H 9.5706 2.8493 7.5495 0.1359 -0.3514 -0.0379
H -6.9483 -1.5246 -5.5863 0.4882 -0.2368 0.0792
H -6.4151 2.0071 -9.7734 0.0114 0.1718 -0.5972
H -0.2948 0.5311 -2.2847 -0.4838 0.2763 -0.5676
H 2.6007 -1.4894 -7.3568 0.4128 -0.8793 -0.4896
H 2.2932 4.6058 -1.3024 0.4123 -0.8191 -0.1651
H 1.6150 -2.5393 1.7601 0.1174 0.8275 -0.2220
H -4.1523 -7.3623 -2.0531 -0.6490 0.1123 -0.3870
H 9.0333 1.8912 8.9633 -0.4310 -0.2886 -0.3290
H -5.3260 -0.6788 -5.2408 -0.2748 -0.7062 0.5075
H -3.2975 -5.8347 -2.0229 -0.3338 0.2864 -0.2293
H 5.6652 -0.6169 5.6433 0.6288 0.2515 0.2285
H -6.8222 0.1887 -5.2824 -0.0660 0.2464 -0.5765
```
Forces are in eV/Å.

Löwdin population analysis, charges in e, atoms 1 to 2: atom 1 (F): 0.0863, atom 2 (F): 0.1195

***

No. 2
Below is a structure of composition C39H54IrN5OS2Si, with properties calculated with ωB97M-V with the def2-TZVPD basis set.

Its charge is +2. As for the HOMO-LUMO gap: 4.82 eV. Its energy above the lowest of the compared OMol25 structures with the same formula, charge and spin is 93.4 kcal/mol. The value obtained for the LUMO energy is -7.15 eV. The calculated total energy is -83192.181 eV. Its spin multiplicity is 1.

```
103
Properties=species:S:1:pos:R:3:forces:R:3
Ir 0.8040 0.5083 -0.7517 -0.3074 -0.0609 0.2778
S 1.4094 -4.0161 -2.0421 0.0112 0.0082 -0.0191
S 0.0098 -1.4586 -1.6006 0.1484 -0.3520 0.2296
Si -1.3844 -1.1592 3.4581 -0.2011 -0.0654 0.0153
O -0.5061 -0.9055 2.1058 0.1567 0.0992 0.1056
N -0.2750 1.3362 -2.2717 0.2497 0.5130 -0.3259
N 1.5534 -0.0793 1.0908 0.4032 0.2923 -0.6240
N 3.1847 2.2784 -4.1063 0.0224 0.0007 0.0050
N -1.0095 0.9000 0.3352 -0.0532 -0.0381 -0.4503
N 1.6644 -1.9619 -3.7359 -0.0050 0.0309 0.0050
C -3.6379 -4.0315 1.4966 0.0013 0.0033 -0.0077
C -4.0626 2.0394 3.6083 -0.0014 -0.0552 0.0192
C 1.5103 -2.2099 -2.3127 0.0180 0.1091 0.0881
C 1.0257 -1.1142 4.9308 0.0305 0.0715 -0.0129
C 2.5205 -0.0829 -1.5945 -0.1356 -0.2089 0.0394
C -3.4770 0.7952 3.4008 0.0550 0.0592 -0.0429
C -4.7905 -3.5716 3.5520 0.0041 0.0112 0.0126
C -1.0365 1.8725 -2.9443 -0.1082 -0.0693 0.0678
C -2.7707 1.7792 -4.6534 0.0061 0.0017 0.0035
C -1.9900 2.5359 -3.7756 0.0006 -0.0468 -0.0148
C -1.1108 2.2114 1.0101 0.2178 0.0002 -0.0544
C 3.5601 0.6372 -2.2252 0.0839 0.0269 0.0430
C -2.2274 0.4710 3.9428 0.0663 -0.0256 -0.0270
C -1.0078 -1.8854 6.1765 -0.0334 0.0255 0.0115
C 4.0341 -2.1286 -1.8272 0.0076 -0.0191 0.0033
C -0.2955 -1.8855 4.8211 0.0919 0.0293 -0.0118
C 0.0328 -3.3314 4.4174 0.0267 0.0008 0.0253
C 4.4358 2.1147 -4.9057 0.0017 0.0158 0.0212
C 2.7293 -1.5567 -1.4835 -0.1205 -0.0107 -0.2484
C 2.2847 1.1192 1.5400 0.0575 -0.0931 0.0342
C -4.6976 -4.2744 2.3581 -0.0025 0.0044 0.0069
C 4.7890 0.0342 -2.4357 -0.0410 0.0500 -0.0093
C -3.8245 -2.6307 3.8798 -0.0018 0.0234 0.0152
C -3.0774 4.5507 -4.4761 -0.0068 -0.0036 0.0058
C -2.7465 -2.3722 3.0283 0.0042 -0.0027 -0.0539
C 1.6928 -4.3992 -3.7932 0.0066 0.0089 0.0052
C 2.2985 -3.1223 -4.3741 -0.0078 0.0081 0.0020
C 1.4623 2.3307 1.1085 -0.0258 -0.2131 0.3120
C -3.4156 2.9916 4.3834 0.0138 -0.0064 -0.0001
C 3.3756 2.0788 -2.6057 -0.0053 0.0030 0.0082
C -2.1858 2.6877 4.9530 -0.0126 0.0359 -0.0108
C -2.1399 3.9221 -3.6781 0.0008 -0.0089 -0.0054
C -2.6738 -3.0898 1.8321 0.0218 0.0153 -0.0331
C -1.6056 1.4464 4.7289 0.0515 -0.0101 0.1142
C 2.0929 1.4265 -4.6680 -0.0055 0.0109 0.0000
C 5.0497 -1.3433 -2.2418 -0.0020 -0.0154 0.0330
C -3.8549 3.8038 -5.3539 0.0012 -0.0014 0.0015
C 0.1262 2.4296 1.8644 -0.0955 0.1526 -0.0323
C -3.7038 2.4251 -5.4430 -0.0081 0.0068 -0.0043
H -4.3205 1.8537 -6.1226 0.0000 0.0022 -0.0015
H -5.4501 -5.0092 2.1026 0.0022 -0.0011 -0.0019
H 1.9852 1.6619 -5.7239 -0.0004 -0.0008 -0.0029
H -3.2105 5.6215 -4.4089 -0.0001 -0.0020 -0.0016
H 4.7164 1.0661 -4.9071 0.0050 -0.0231 0.0126
H 1.2912 2.2909 -0.0125 0.0352 0.2745 -0.1600
H 2.9003 3.2528 -4.2121 -0.0113 -0.0091 -0.0077
H 0.1175 1.6798 2.6519 -0.0049 -0.0644 0.1308
H -0.6534 1.2323 5.2042 -0.0581 0.0357 -0.0455
H 2.1588 -3.0606 -5.4529 0.0009 -0.0028 -0.0027
H 3.3715 -3.0957 -4.1791 0.0036 0.0036 0.0078
H 2.3680 -5.2484 -3.8762 -0.0014 -0.0006 -0.0001
H 2.1777 -0.8770 1.1208 -0.0324 -0.1230 -0.0196
H 4.2242 2.7055 -2.3318 0.0090 -0.0085 0.0101
H 0.8850 -0.0646 5.2055 0.0307 -0.0698 -0.0135
H -3.9214 -2.0843 4.8128 0.0005 -0.0017 -0.0122
H -2.6511 0.7049 -4.7000 0.0011 0.0025 -0.0007
H -4.5911 4.3015 -5.9707 0.0005 0.0000 -0.0010
H -3.5613 -4.5802 0.5658 -0.0006 -0.0011 0.0012
H 6.0365 -1.7379 -2.4386 -0.0004 0.0053 -0.0007
H 5.2242 2.7280 -4.4761 0.0003 -0.0098 0.0040
H 4.2328 2.4313 -5.9256 0.0041 0.0079 0.0026
H -1.8877 -2.5323 6.1610 -0.0064 0.0252 -0.0002
H -0.8590 -3.9595 4.4072 -0.0003 0.0063 -0.0056
H 2.4209 1.1098 2.6242 -0.0316 0.0625 0.0058
H 5.6194 0.6500 -2.7676 0.0048 0.0168 -0.0359
H -1.8334 0.7515 -0.2413 0.0125 0.0037 0.0170
H -3.8770 3.9540 4.5641 0.0022 -0.0008 -0.0045
H 3.2768 1.1511 1.0786 -0.0022 -0.0112 0.0188
H -5.0338 2.2569 3.1818 -0.0094 -0.0009 0.0026
H 0.7441 -3.7681 5.1263 -0.0104 0.0043 0.0043
H 0.5987 -0.4182 1.7323 -0.3185 -0.4407 0.3176
H 4.1568 -3.1980 -1.6988 -0.0135 -0.0025 -0.0313
H -2.0046 2.2390 1.6348 0.0095 0.0137 0.0384
H -4.0069 0.0602 2.8077 -0.0341 -0.0627 -0.0349
H -1.6879 3.4125 5.5861 -0.0069 -0.0131 -0.0162
H 2.0548 3.2397 1.2192 -0.0021 0.0140 -0.1045
H 2.3547 0.3784 -4.5298 -0.0032 -0.0084 0.0022
H 0.7455 -4.6531 -4.2658 -0.0020 0.0044 0.0000
H 2.4739 2.4712 -2.1379 0.0023 0.0214 -0.0168
H 1.6604 -1.5634 5.7011 0.0094 -0.0115 -0.0117
H -5.6165 -3.7574 4.2264 0.0021 0.0025 0.0010
H 0.4833 -3.3777 3.4209 0.0016 -0.0042 0.0069
H 1.5803 -1.1482 3.9865 -0.0101 0.0130 0.0162
H -1.5401 4.4890 -2.9783 0.0027 -0.0004 -0.0045
H 0.7287 -1.8406 -4.1120 0.0044 -0.0063 0.0023
H -1.3315 -0.8844 6.4726 0.0147 -0.0277 0.0120
H -0.3403 -2.2626 6.9577 -0.0023 -0.0239 -0.0141
H -1.8433 -2.9052 1.1570 -0.0175 -0.0214 0.0168
H 0.0426 3.3952 2.3628 0.0102 0.0129 -0.0383
H 1.1745 1.6397 -4.1317 0.0307 -0.0067 -0.0138
H -0.9831 0.1118 1.0453 -0.2911 0.0135 0.3557
H 2.4588 -1.9224 -0.4877 0.0898 0.0859 0.1006
H -1.1978 2.9933 0.2492 0.0010 0.0171 -0.0064
```
Forces are in eV/Å.

Löwdin population analysis, charges in e, atoms 1 to 2: atom 1 (Ir): 1.0506, atom 2 (S): 0.9398